Record 1
DFT (wB97M-V/def2-TZVPD) results for a 6-piece molecular cluster, C18H42N6O6 overall in a non-equilibrium geometry.

```
72
C18H42N6O6 | OMol25 | wB97M-V/def2-TZVPD
C -0.391 0.589 -6.413
N -1.487 -0.247 -5.793
C -2.749 0.047 -5.851
C -3.721 -0.853 -4.999
O -3.149 1.099 -6.315
H -0.675 0.868 -7.428
H 0.552 0.044 -6.411
H -0.396 1.507 -5.825
H -1.149 -1.063 -5.303
H -3.985 -1.838 -5.387
H -4.629 -0.275 -4.826
H -3.194 -1.193 -4.108
C -4.425 5.136 -1.882
N -3.153 5.525 -2.578
C -2.178 6.145 -1.940
C -0.913 6.346 -2.679
O -2.208 6.510 -0.756
H -5.085 4.448 -2.409
H -5.078 6.009 -1.877
H -4.343 4.839 -0.837
H -2.944 5.107 -3.473
H -0.587 7.385 -2.651
H -1.014 6.062 -3.726
H -0.081 5.758 -2.292
C -5.178 2.004 4.562
N -5.218 0.640 5.095
C -4.543 -0.430 4.624
C -4.708 -1.726 5.378
O -3.858 -0.353 3.603
H -4.334 2.186 3.897
H -5.045 2.730 5.364
H -6.096 2.318 4.065
H -5.673 0.477 5.982
H -3.771 -1.985 5.872
H -4.947 -2.498 4.646
H -5.547 -1.730 6.073
C -1.026 -3.563 -0.589
N -0.895 -2.128 -0.470
C -0.055 -1.359 -1.193
C -0.022 0.143 -0.936
O 0.583 -1.846 -2.127
H -1.884 -3.928 -0.025
H -0.203 -4.090 -0.105
H -1.249 -3.861 -1.614
H -1.352 -1.811 0.373
H 0.999 0.429 -0.685
H -0.643 0.293 -0.052
H -0.509 0.633 -1.779
C 2.757 -1.717 4.575
N 3.731 -1.191 5.489
C 3.823 -1.650 6.771
C 4.963 -1.124 7.635
O 2.990 -2.363 7.289
H 2.800 -2.789 4.381
H 2.835 -1.124 3.664
H 1.769 -1.454 4.953
H 4.493 -0.575 5.243
H 5.874 -1.639 7.330
H 4.806 -1.391 8.680
H 5.066 -0.054 7.457
C 5.689 -3.968 -1.133
N 5.862 -2.952 -2.178
C 6.994 -2.398 -2.542
C 6.936 -1.299 -3.517
O 8.110 -2.638 -2.015
H 6.607 -4.555 -1.117
H 4.944 -4.707 -1.427
H 5.385 -3.428 -0.236
H 5.010 -2.421 -2.295
H 6.070 -1.441 -4.163
H 7.818 -1.214 -4.151
H 6.822 -0.411 -2.894
```

Calculated values
Lowest unoccupied orbital energy   0.09 eV
ΔE to the lowest compared entry with this formula, charge and spin   47.19 kcal per mole
SMILES   CNC(C)=O.CNC(C)=O.CNC(C)=O.CNC(C)=O.CNC(C)=O.CNC(C)=O
Total charge   0

=====

Record 2
DFT (wB97M-V/def2-TZVPD) results for a 5-piece molecular cluster, C18H43ClO17S5 overall in a non-equilibrium geometry.

```
84
C18H43ClO17S5 | OMol25 | wB97M-V/def2-TZVPD
C -1.917 0.436 -0.948
C -2.736 -0.895 -1.393
Cl -3.485 -1.588 0.133
C -3.832 -0.472 -2.510
O -3.955 -1.444 -3.581
S -2.952 -1.115 -4.884
O -3.092 0.328 -5.337
O -1.359 -1.309 -4.280
C -1.034 -2.705 -4.631
C 0.393 -3.170 -4.075
C 0.368 -4.788 -4.110
O 0.473 -5.297 -5.254
O 0.191 -5.593 -2.953
H -2.646 1.061 -0.326
H -1.670 0.992 -1.919
H -0.972 0.155 -0.359
H -1.966 -1.631 -1.828
H -4.845 -0.480 -1.955
H -3.667 0.602 -2.851
H -1.078 -2.772 -5.768
H -1.846 -3.348 -4.118
H 1.174 -2.783 -4.830
H 0.669 -2.752 -3.054
H -0.754 -5.879 -2.874
O 1.014 1.797 -1.696
S 1.738 2.896 -1.114
O 1.091 4.130 -0.758
O 3.022 3.227 -2.039
C 2.812 3.496 -3.426
C 2.269 4.894 -3.648
C 2.631 2.307 0.297
H 2.159 2.740 -3.871
H 3.786 3.408 -3.914
H 1.258 4.991 -3.246
H 2.232 5.130 -4.713
H 2.891 5.635 -3.139
H 3.159 1.394 0.026
H 1.908 2.102 1.087
H 3.327 3.079 0.621
O 4.919 6.454 0.490
S 4.562 7.542 -0.381
O 3.973 7.319 -1.674
O 5.838 8.521 -0.551
C 7.072 7.958 -0.996
C 7.058 7.688 -2.489
C 3.534 8.672 0.513
H 7.309 7.052 -0.432
H 7.852 8.690 -0.772
H 6.349 6.896 -2.739
H 8.047 7.376 -2.834
H 6.753 8.580 -3.041
H 3.994 8.880 1.478
H 2.562 8.199 0.653
H 3.423 9.585 -0.071
O -1.659 -4.384 -0.087
S -1.320 -4.653 1.287
O -0.722 -3.656 2.133
O -0.422 -5.998 1.351
C 0.765 -6.060 0.559
C 1.893 -5.255 1.176
C -2.749 -5.301 2.108
H 0.562 -5.738 -0.467
H 1.059 -7.112 0.514
H 1.669 -4.186 1.157
H 2.825 -5.414 0.628
H 2.041 -5.536 2.222
H -3.184 -6.087 1.493
H -3.460 -4.484 2.234
H -2.451 -5.687 3.082
O -3.529 -3.759 4.936
S -3.805 -2.834 6.004
O -3.171 -2.947 7.290
O -5.406 -2.741 6.217
C -6.132 -3.948 6.450
C -5.954 -4.444 7.873
C -3.565 -1.186 5.405
H -5.849 -4.716 5.724
H -7.187 -3.718 6.281
H -4.925 -4.765 8.051
H -6.611 -5.293 8.071
H -6.172 -3.648 8.590
H -4.078 -1.079 4.450
H -2.494 -1.030 5.276
H -3.958 -0.484 6.139
```

Calculated values
Lowest unoccupied orbital energy   0.42 eV
Total charge   0

=====

Record 3
DFT (wB97M-V/def2-TZVPD) results for a 5-piece molecular cluster, C18H44N2O5 overall in a non-equilibrium geometry.

```
69
C18H44N2O5 | OMol25 | wB97M-V/def2-TZVPD
C -7.090 -4.978 2.408
C -6.660 -3.582 1.889
C -7.696 -3.060 0.871
C -6.677 -2.700 3.128
C -6.039 -1.330 2.845
C -4.580 -1.541 2.466
C -4.386 -2.464 1.260
C -4.654 -1.751 -0.066
C -2.971 -3.048 1.348
N -5.293 -3.633 1.390
O -5.109 -4.589 0.388
H -7.808 -4.935 3.224
H -7.544 -5.610 1.638
H -6.192 -5.500 2.746
H -8.663 -3.290 1.332
H -7.622 -2.000 0.654
H -7.691 -3.634 -0.057
H -7.626 -2.518 3.633
H -6.047 -3.149 3.905
H -6.583 -0.740 2.104
H -6.151 -0.773 3.781
H -4.097 -1.859 3.396
H -4.062 -0.605 2.228
H -5.633 -1.274 -0.083
H -4.666 -2.504 -0.854
H -3.862 -1.013 -0.207
H -2.137 -2.351 1.446
H -2.748 -3.588 0.419
H -2.953 -3.800 2.135
H -4.828 -5.405 0.822
C 6.769 4.352 -3.270
C 6.164 3.866 -1.925
C 7.292 3.930 -0.895
C 5.011 4.816 -1.566
C 4.169 4.303 -0.377
C 3.700 2.875 -0.651
C 4.806 1.896 -1.134
C 5.594 1.476 0.118
C 4.105 0.698 -1.757
N 5.569 2.551 -2.187
O 6.516 1.661 -2.735
H 7.619 3.751 -3.580
H 6.033 4.397 -4.072
H 7.094 5.372 -3.047
H 6.895 3.771 0.104
H 8.109 3.268 -1.173
H 7.691 4.948 -0.875
H 5.456 5.775 -1.297
H 4.334 4.931 -2.415
H 4.855 4.404 0.472
H 3.304 4.923 -0.148
H 2.885 2.980 -1.375
H 3.247 2.345 0.190
H 5.082 0.749 0.755
H 5.693 2.293 0.835
H 6.569 1.120 -0.216
H 3.699 0.864 -2.754
H 3.319 0.339 -1.083
H 4.723 -0.200 -1.875
H 6.194 1.493 -3.626
O 0.835 -1.490 -1.260
H 1.507 -2.093 -0.918
H 0.105 -2.061 -1.531
O 0.772 1.362 -2.345
H 0.850 0.527 -1.864
H 0.992 1.139 -3.255
O 0.214 0.283 1.075
H -0.468 -0.393 1.133
H 0.767 0.002 0.336
```

Calculated values
Lowest unoccupied orbital energy   0.02 eV
ΔE to the lowest compared entry with this formula, charge and spin   27.26 kcal per mole
SMILES   CC1(C)CCCC(C)(C)N1O.CC1(C)CCCC(C)(C)N1O.O.O.O
Total charge   0

=====

Record 4
DFT (wB97M-V/def2-TZVPD) results for C18H45AlBr2ClCsF6LiN4Na2O4P as an isolated structure in a non-equilibrium geometry.

```
86
C18H45AlBr2ClCsF6LiN4Na2O4P | OMol25 | wB97M-V/def2-TZVPD
C -1.977 -5.452 0.517
C -2.025 -5.106 -1.116
C -3.406 -4.358 -1.585
C -3.008 -3.019 -2.477
C -3.825 -1.693 -1.967
C -2.967 -0.713 -0.948
C -1.796 -1.488 -0.096
C -1.371 -0.764 1.312
Al -1.137 1.274 1.209
Br 0.278 2.152 3.019
C -2.983 2.181 1.387
C -4.011 1.280 2.351
C -3.542 1.352 3.917
C -3.982 0.079 4.847
N -4.501 -1.126 4.096
N -0.234 1.658 -0.447
C 1.250 1.373 -0.392
C 1.739 0.169 -1.434
C 2.319 -1.170 -0.621
H -1.159 -6.290 0.681
H -2.985 -5.889 0.921
H -1.642 -4.530 1.158
H -1.051 -4.478 -1.338
H -2.012 -6.168 -1.658
H -4.142 -5.087 -2.157
H -3.992 -3.962 -0.630
H -1.844 -2.846 -2.557
H -3.389 -3.249 -3.584
H -4.091 -1.027 -2.910
H -4.867 -1.980 -1.478
H -3.784 -0.180 -0.260
H -2.536 0.161 -1.631
H -0.832 -1.749 -0.740
H -2.258 -2.547 0.204
H -2.210 -0.980 2.116
H -0.382 -1.258 1.755
H -2.945 3.310 1.690
H -3.480 2.134 0.304
H -5.054 1.843 2.284
H -4.019 0.211 1.875
H -2.392 1.538 4.085
H -4.086 2.307 4.383
H -4.759 0.329 5.691
H -2.997 -0.283 5.415
H -3.765 -1.599 3.523
H -5.337 -0.912 3.509
H -0.598 1.099 -1.250
H 1.653 1.056 0.664
H 1.798 2.366 -0.764
H 0.935 -0.097 -2.243
H 2.694 0.602 -2.004
H 3.344 -1.560 -1.091
H 2.531 -0.952 0.515
H 1.502 -2.037 -0.645
Cs -1.093 4.165 -0.069
Na 4.648 -2.737 -0.428
N 4.174 4.848 2.241
O 3.974 3.725 2.731
O 3.221 5.513 1.801
O 5.327 5.307 2.190
N 4.456 -6.713 -2.326
H 3.569 -6.206 -2.427
H 4.728 -6.732 -1.337
H 4.341 -7.674 -2.669
H 5.185 -6.240 -2.873
Br -0.376 -1.949 -2.512
Na 2.844 -4.580 -3.098
C 3.493 2.991 -3.762
C 3.721 2.416 -5.134
O 4.521 1.499 -5.318
C 2.934 3.005 -6.274
H 4.129 2.468 -3.039
H 3.755 4.052 -3.756
H 2.448 2.855 -3.472
H 3.171 4.067 -6.379
H 1.864 2.870 -6.095
H 3.202 2.493 -7.204
F 5.046 6.714 5.502
P 3.647 7.217 5.035
F 3.700 5.701 4.678
F 2.286 6.942 5.743
F 2.848 7.439 3.715
F 4.378 8.368 4.279
F 3.621 8.138 6.292
Cl 5.982 -6.193 -4.509
Li -6.415 2.304 3.072
```

Calculated values
Lowest unoccupied orbital energy   -4.45 eV
Total charge   0

=====

Record 5
DFT (wB97M-V/def2-TZVPD) results for C18H45Cl4CrN2O11P2 as an isolated structure in a non-equilibrium geometry.

```
83
C18H45Cl4CrN2O11P2 | OMol25 | wB97M-V/def2-TZVPD
Cr -30.755 -7.343 14.579
C -27.910 -9.459 16.507
C -29.270 -10.030 16.000
O -29.960 -9.270 15.060
H -27.250 -10.208 16.945
H -27.970 -8.738 17.323
H -27.374 -8.915 15.730
H -29.756 -10.625 16.773
H -28.984 -10.916 15.434
C -21.717 -13.756 17.507
C -22.933 -12.798 17.268
O -22.733 -11.625 16.876
N -24.161 -13.247 17.538
C -25.311 -12.501 17.149
H -22.002 -14.729 17.907
H -21.104 -13.313 18.291
H -21.090 -13.832 16.618
H -24.165 -14.226 17.788
H -26.090 -13.138 16.730
H -25.270 -11.746 16.364
H -25.792 -12.150 18.062
C -27.277 -6.104 16.079
C -27.971 -5.649 14.763
O -29.051 -6.097 14.533
N -27.165 -4.910 13.929
C -27.478 -4.385 12.634
H -27.852 -6.887 16.574
H -27.368 -5.353 16.863
H -26.220 -6.302 15.903
H -26.183 -4.868 14.161
H -26.586 -4.120 12.067
H -28.086 -3.483 12.701
H -27.905 -5.248 12.124
C -26.348 -8.516 13.227
O -25.712 -9.757 13.484
P -25.553 -10.954 12.386
O -26.326 -10.705 11.112
O -25.860 -12.392 13.191
C -27.229 -12.796 13.333
O -23.971 -11.037 12.237
C -23.241 -11.400 13.354
H -27.241 -8.456 13.849
H -26.578 -8.458 12.163
H -25.826 -7.640 13.612
H -27.816 -12.090 12.746
H -27.435 -12.772 14.403
H -27.456 -13.848 13.158
H -22.321 -10.816 13.317
H -22.960 -12.452 13.313
H -23.679 -11.222 14.336
C -32.341 -4.749 18.583
O -32.278 -6.162 18.735
P -30.997 -6.927 18.121
O -31.035 -6.996 16.656
O -31.123 -8.396 18.878
C -32.164 -9.339 18.726
O -29.712 -6.209 18.719
C -29.362 -6.375 20.106
H -31.359 -4.286 18.491
H -32.806 -4.217 19.413
H -32.861 -4.572 17.641
H -32.769 -9.408 19.630
H -31.722 -10.288 18.424
H -32.870 -9.165 17.914
H -29.513 -5.449 20.661
H -28.370 -6.818 20.194
H -29.990 -7.032 20.707
Cl -33.787 -13.106 15.512
C -32.346 -12.120 15.471
C -31.708 -12.246 14.104
Cl -30.898 -13.855 13.734
H -31.644 -12.281 16.289
H -32.726 -11.125 15.700
H -30.881 -11.536 14.106
H -32.441 -12.047 13.321
Cl -25.705 -8.494 21.895
C -25.887 -9.468 20.410
C -24.952 -8.862 19.355
Cl -25.555 -7.277 18.731
H -26.873 -9.363 19.956
H -25.667 -10.523 20.574
H -24.981 -9.483 18.460
H -23.934 -8.666 19.692
```

Calculated values
Spin multiplicity   5
Lowest unoccupied orbital energy (spin up / spin down)   -4.25 / -3.91 eV
Total charge   +1

=====

Q: total charge of number 2 (C18H43ClO17S5)?
A: 0

=====

Q: total charge of number 4 (C18H45AlBr2ClCsF6LiN4Na2O4P)?
A: 0

=====

Q: What is the total charge in the first record?
A: 0